(1)
A single C3H4N2O molecule at a distorted geometry. Source: OMol25; level of theory: wB97M-V/def2-TZVPD.

The geometry in XYZ format:
```
10
Properties=species:S:1:pos:R:3:forces:R:3:nbo_charge:R:1
C 0.763459 0.598486 1.166502 -1.46 -1.29 -0.54 -0.056
C 0.858977 0.857556 -0.156417 -3.71 -5.16 2.96 -0.061
C -0.420463 -0.776549 -1.774172 -1.83 -2.38 -0.27 0.544
N -0.441842 -0.919017 0.564522 2.94 3.55 1.39 -0.424
N -0.032444 -0.203529 -0.630368 1.29 1.32 0.05 -0.333
O -0.206614 -0.497314 -2.918484 0.49 0.64 -0.38 -0.583
H 1.128181 0.945534 2.188605 -0.76 -0.81 -1.75 0.245
H 1.391244 1.467399 -0.748790 1.76 2.14 -1.97 0.227
H -1.139426 -1.724329 -1.502763 1.46 1.85 -0.23 0.106
H -1.391743 -0.563983 0.664982 -0.18 0.14 0.74 0.335
```
Forces are in eV/Å.

Computed properties:
E_LUMO	-0.173	eV
calculated total energy	-8198.087	eV
2S+1	1

=====

(2)
2 unconnected molecules or ions with the total composition C3H4N2O. Source: OMol25; level of theory: wB97M-V/def2-TZVPD.

The geometry in XYZ format:
```
10
Properties=species:S:1:pos:R:3:forces:R:3:nbo_charge:R:1
N -1.016617 -1.089416 -0.594894 -0.02 -0.04 -0.22 -0.852
C -0.258595 -0.301053 -1.418476 0.26 0.29 -0.32 0.132
C 0.420087 0.429957 -2.092089 -0.31 -0.33 0.31 -0.295
O 1.673691 1.943015 2.806094 -0.13 -0.17 -0.05 -0.425
N 0.969093 1.099817 2.308850 -0.43 -0.52 -0.27 0.198
C 0.288502 0.273753 1.862539 0.50 0.64 0.28 -0.066
H -0.760586 -2.069421 -0.644518 -0.02 0.09 -0.03 0.398
H -2.010537 -0.980072 -0.764907 0.10 -0.02 0.04 0.399
H 1.009609 1.068991 -2.710693 -0.09 -0.11 0.14 0.245
H -0.314647 -0.375572 1.248095 0.13 0.16 0.12 0.266
```
Forces are in eV/Å.

Computed properties:
E_LUMO	0.542	eV
calculated total energy	-8198.378	eV
2S+1	1
SMILES	C#[N+][O-].C#CN

=====

(3)
A single C3H4N2O molecule at a distorted geometry. Source: OMol25; level of theory: wB97M-V/def2-TZVPD.

The geometry in XYZ format:
```
10
Properties=species:S:1:pos:R:3:forces:R:3:nbo_charge:R:1
C 0.160528 -1.149366 -0.051991 2.86 -1.56 -1.67 -0.117
C 0.002857 -0.981487 1.324759 -0.45 1.44 -0.50 -0.322
C -0.212860 0.498121 1.543941 -0.03 -2.71 -4.08 -0.082
H 0.453273 -0.154976 -2.361360 0.25 -0.16 -1.21 0.462
H 0.779353 -2.048766 -0.692380 -2.40 2.57 2.09 0.231
H -0.060745 -1.899620 1.920417 0.29 0.95 0.36 0.238
H -0.371890 1.116064 2.433536 -0.10 -0.47 -0.64 0.231
N 0.189856 0.126974 -0.584394 -2.06 1.19 -0.54 0.069
N -0.236814 1.031167 0.251264 1.06 0.45 3.34 -0.225
O -0.021804 0.584588 -1.983570 0.58 -1.71 2.84 -0.484
```
Forces are in eV/Å.

Computed properties:
E_LUMO	0.756	eV
calculated total energy	-8199.437	eV
2S+1	1
SMILES	On1cccn1

=====

(4)
A single C3H4N2O2 molecule at a distorted geometry. Source: OMol25; level of theory: wB97M-V/def2-TZVPD.

The geometry in XYZ format:
```
11
Properties=species:S:1:pos:R:3:forces:R:3:nbo_charge:R:1
C 0.388866 0.091187 -0.723289 0.40 -1.56 -0.52 0.478
C -0.352597 -0.021792 0.671021 2.99 0.14 -2.05 -0.570
C -0.420073 1.412032 0.934242 -1.69 2.46 -0.64 -0.021
H 0.789220 -2.780386 -1.191976 -0.68 1.48 -0.01 0.487
H 0.226192 -0.636667 1.353548 0.60 0.19 0.24 0.259
H -1.230240 -0.585518 0.620831 -1.79 -0.42 -0.51 0.259
H -1.220832 1.801146 1.749998 2.59 -0.23 -2.20 0.228
N 0.652791 -0.856139 -1.585208 0.01 2.18 2.51 -0.159
N 0.129273 2.138727 -0.046671 -3.04 1.83 5.77 -0.069
O 0.270117 -1.999076 -0.859636 0.22 -2.14 -0.43 -0.602
O 0.767285 1.436486 -0.922860 0.38 -3.93 -2.16 -0.291
```
Forces are in eV/Å.

Computed properties:
E_LUMO	0.710	eV
calculated total energy	-10246.259	eV
2S+1	1
SMILES	O/N=C1\CC=NO1

=====

(5)
A single C3H4N2O2 molecule at a distorted geometry. Source: OMol25; level of theory: wB97M-V/def2-TZVPD.

The geometry in XYZ format:
```
11
Properties=species:S:1:pos:R:3:forces:R:3:nbo_charge:R:1
C 0.873852 -0.437475 -0.440790 -3.08 -0.14 -3.44 0.631
C -0.720503 -0.059053 0.144875 2.98 2.46 0.58 0.112
N 1.218092 0.466082 -1.399548 -0.12 0.37 0.53 -0.819
C -0.641676 -0.504716 1.565439 -0.77 -2.80 -0.59 0.343
N -1.397185 0.951959 -0.250255 0.92 -1.07 0.06 -0.551
O 1.397558 -1.522190 -0.330391 -0.06 0.61 1.19 -0.583
O -1.613533 -0.658451 2.270167 1.28 0.63 0.09 -0.473
H 0.604507 1.250127 -1.587572 0.12 -0.25 0.17 0.415
H 1.915913 0.232251 -2.091569 0.02 -0.05 0.33 0.407
H -2.047951 1.255398 0.491783 -0.13 -0.50 -0.42 0.366
H 0.410926 -0.973930 1.627862 -1.15 0.74 1.51 0.152
```
Forces are in eV/Å.

Computed properties:
E_LUMO	-1.062	eV
calculated total energy	-10249.038	eV
2S+1	1
SMILES	[H]/N=C(\C=O)C(N)=O

=====

(6)
2 unconnected molecules or ions with the total composition C3H4N2O2. Source: OMol25; level of theory: wB97M-V/def2-TZVPD.

The geometry in XYZ format:
```
11
Properties=species:S:1:pos:R:3:forces:R:3:nbo_charge:R:1
C 0.706501 0.342624 -1.231085 0.04 0.03 -0.10 -0.444
N 0.130992 0.172118 0.104737 -0.14 0.13 -0.19 -0.354
N 1.149864 -0.566311 1.084763 0.08 0.46 0.22 -0.208
C 0.913852 0.649514 1.163135 0.15 -0.44 -0.01 0.193
O -2.075086 -0.797629 1.757432 -0.06 -0.20 -0.78 -0.531
C -2.151432 -1.086035 0.629482 -0.13 -0.06 0.04 1.052
O -2.300947 -1.413444 -0.480309 0.11 0.22 0.75 -0.530
H 1.766054 0.628454 -1.219204 -0.14 -0.06 0.02 0.182
H 0.591794 -0.597448 -1.776942 0.02 0.13 0.05 0.215
H 0.125147 1.114554 -1.746327 0.08 -0.09 0.06 0.211
H 1.143261 1.553602 1.714317 -0.01 -0.11 -0.07 0.213
```
Forces are in eV/Å.

Computed properties:
E_LUMO	0.839	eV
calculated total energy	-10248.470	eV
2S+1	1
SMILES	CN1C=N1.O=C=O

=====

(7)
A single C3H4N2O2 molecule at a distorted geometry. Source: OMol25; level of theory: wB97M-V/def2-TZVPD.

The geometry in XYZ format:
```
11
Properties=species:S:1:pos:R:3:forces:R:3:nbo_charge:R:1
C -0.482222 -0.870285 0.544801 -1.13 -2.16 0.12 -0.205
C 1.440867 0.499577 -0.421016 -0.76 0.61 -0.85 0.291
C -1.337034 0.461090 0.176271 -3.12 -4.66 -0.92 0.038
H 0.372270 -0.628802 1.452049 -2.75 -0.81 -2.56 0.238
H -1.178090 -1.902106 0.700835 1.54 3.42 0.42 0.245
H 2.309198 0.982121 -0.723960 2.06 0.52 0.04 0.195
H -2.534043 0.446511 -0.299463 3.35 -0.25 2.24 0.240
N 1.389962 -0.711718 -0.747836 0.87 -0.19 -0.86 -0.176
N -0.853522 1.571642 0.018374 2.93 1.95 -1.18 -0.088
O 0.215390 -1.386064 -0.662558 -1.18 0.99 2.38 -0.370
O 0.657223 1.538034 -0.037497 -1.81 0.58 1.17 -0.408
```
Forces are in eV/Å.

Computed properties:
E_LUMO	0.229	eV
calculated total energy	-10244.039	eV
2S+1	1
SMILES	C1=NOC=NOC1

=====

(8)
2 unconnected molecules or ions with the total composition C3H4N2O2. Source: OMol25; level of theory: wB97M-V/def2-TZVPD.

The geometry in XYZ format:
```
11
Properties=species:S:1:pos:R:3:forces:R:3:nbo_charge:R:1
C 0.289545 -0.587903 1.265235 0.03 -0.07 0.09 -0.445
N 0.048270 0.317476 0.140470 0.25 -0.04 0.09 -0.351
N -1.515257 0.466122 -0.157548 0.03 0.47 0.22 -0.211
C -0.847941 1.364504 0.379223 -0.29 -0.31 -0.16 0.193
O 0.222337 0.529017 -2.770156 0.28 -0.71 0.30 -0.526
C 0.594896 -0.476514 -2.311974 0.03 -0.02 -0.16 1.052
O 0.982641 -1.509027 -1.929582 -0.27 0.70 -0.27 -0.534
H -0.473750 -0.521876 2.051017 0.08 0.01 -0.13 0.184
H 0.322113 -1.608617 0.874763 0.01 0.13 0.09 0.217
H 1.271540 -0.346545 1.686816 -0.13 -0.02 -0.04 0.209
H -0.894395 2.373361 0.771735 -0.01 -0.14 -0.02 0.212
```
Forces are in eV/Å.

Computed properties:
E_LUMO	0.858	eV
calculated total energy	-10248.471	eV
2S+1	1
SMILES	CN1C=N1.O=C=O

=====

(9)
A single C3H4N2O2 molecule. Source: OMol25; level of theory: wB97M-V/def2-TZVPD.

The geometry in XYZ format:
```
11
Properties=species:S:1:pos:R:3:forces:R:3:nbo_charge:R:1
C 0.726766 -1.214576 -0.805126 0.04 -0.12 -0.05 -0.408
N 0.119054 -0.140583 -0.061425 -0.13 -0.12 0.08 -0.285
N 0.636633 1.122718 -0.182479 -0.27 0.31 0.11 -0.270
C -0.160928 1.841421 0.508371 0.19 0.08 -0.18 0.312
O -1.169448 1.161313 1.096908 -0.01 -0.07 0.03 -0.451
C -0.990527 -0.173536 0.733334 0.03 -0.27 -0.07 0.833
O -1.691527 -1.083909 1.085679 0.27 0.38 -0.19 -0.597
H 0.895612 -0.867171 -1.827422 -0.02 -0.13 0.13 0.217
H 1.683834 -1.487780 -0.354351 -0.11 -0.07 -0.07 0.209
H 0.051379 -2.070548 -0.809973 0.07 0.11 0.08 0.235
H -0.100848 2.912650 0.616484 -0.06 -0.11 0.14 0.205
```
Forces are in eV/Å.

Computed properties:
E_LUMO	0.892	eV
calculated total energy	-10250.633	eV
2S+1	1
SMILES	Cn1ncoc1=O

=====

(10)
A single C3H4N2O2 molecule. Source: OMol25; level of theory: wB97M-V/def2-TZVPD.

The geometry in XYZ format:
```
11
Properties=species:S:1:pos:R:3:forces:R:3:nbo_charge:R:1
C -1.516225 -0.805443 -0.232561 0.24 0.09 0.04 -0.054
N -0.365232 -0.227941 -0.185569 -0.66 -0.26 -0.23 -0.142
N 0.745713 -0.807183 -0.674023 0.27 -0.02 0.12 -0.448
C 1.830778 -0.340267 -0.009854 0.06 0.19 0.18 0.472
O 1.821734 0.431349 0.952771 -0.22 -0.32 -0.27 -0.640
C -0.377727 1.200389 0.283161 0.22 0.70 -0.16 0.560
O 0.000862 2.092246 -0.397021 -0.22 -0.52 0.13 -0.460
H -2.408524 -0.255077 0.050281 0.23 -0.06 0.04 0.203
H -1.558313 -1.827684 -0.586734 0.00 0.14 -0.03 0.225
H -0.937906 1.288979 1.221249 0.16 -0.03 0.11 0.148
H 2.764844 -0.749370 -0.421705 -0.08 0.09 0.06 0.136
```
Forces are in eV/Å.

Computed properties:
E_LUMO (alpha / beta)	-0.635 / -0.635	eV
calculated total energy	-10248.335	eV
2S+1	1